C10H40O10 | ωB97M-V/def2-TZVPD

XYZ file:
```
60
Properties=species:S:1:pos:R:3
O -0.73979 0.55081 -1.97281
H -1.52449 -0.50353 3.17678
H -2.79019 -1.70241 2.63985
H -3.02332 -0.70993 4.55003
H -0.63224 1.40090 -3.80245
H 0.66091 0.69248 1.40251
H 1.47799 3.01870 -0.99467
H -1.45342 2.45720 -2.85169
H -4.67535 1.07733 1.35671
C -4.55351 0.38996 0.51959
O -3.08790 1.54303 2.61363
O -2.22388 -0.84598 5.06384
H 0.22435 2.43052 -2.54551
H 2.08691 -0.82967 2.26606
O -5.40355 -0.75444 0.81338
H -4.90972 -1.51996 0.51054
C -3.78293 -1.25291 2.61731
C 1.70860 2.07804 -0.49462
C 0.80518 0.50896 2.46722
H 0.38274 5.60477 -1.41490
H -4.71418 0.80408 -0.47579
O -4.39441 -1.10733 3.90191
H -0.22556 -0.87608 4.48022
O 2.09712 0.03363 2.68585
H -1.02381 0.61051 4.38319
C -2.22809 2.52952 3.04413
H -3.52425 0.08762 0.71274
H -1.61717 4.52724 -1.10383
H 0.63720 1.44032 3.00800
H -4.34878 -2.01134 4.22177
H -4.36875 -1.84860 1.91726
H -3.76409 -0.29947 2.08938
H 1.00998 -1.86482 0.11117
C -0.61096 1.76961 -2.77694
H 1.12408 2.17666 0.42009
O -0.55506 -1.27616 1.12807
O 1.21273 0.94515 -1.15508
C -1.19416 -0.45277 4.21428
H -2.02898 3.40195 2.42180
H -2.64658 2.93244 3.96641
H -2.24893 1.93463 0.15185
H -1.12398 -0.51297 1.25238
H -1.26027 2.14206 3.36242
O -1.61348 0.45410 1.49819
H -0.75041 3.02877 -0.66268
H -1.04934 2.36890 1.34490
H 0.05777 -0.23449 2.74425
H 0.77213 -0.03960 0.13318
H 2.77452 2.06373 -0.26724
H -0.20973 -1.05546 -0.84546
H 1.85966 0.61106 -1.78075
H -0.47890 1.34943 0.06012
C -1.35727 1.57451 0.66502
C 0.31210 -1.02753 0.11109
H -0.69261 3.62180 -2.31078
O 0.45755 4.72716 -1.03305
H -2.29781 0.67786 2.13321
C -0.71664 3.93522 -1.26709
H -3.53779 1.29487 3.42456
H 0.10099 0.47307 -1.51600
```

Output
HOMO in hartree: -0.30247
E_LUMO in Eh: 0.0123
Kohn-Sham gap in eV: 8.564
Calculated total energy in eV: -31478.430